No. 1
DFT (ωB97M-V with the def2-TZVPD basis set) results for C17H25IrN2O4 as an isolated structure.

The geometry in XYZ format:
```
49
Properties=species:S:1:pos:R:3:lowdin_spin:R:1
Ir -0.5587 -1.1012 -0.5390 0.694
C 3.8523 -0.9663 -0.4514 -0.001
C 2.4814 -1.2589 0.0831 -0.001
O 1.5528 -1.2502 -0.7475 0.027
C 2.2819 -1.5669 1.4772 0.014
C 3.3861 -1.6918 2.3418 -0.002
C 3.2226 -1.9950 3.6688 0.016
C 1.9277 -2.1672 4.1715 -0.003
C 0.8279 -2.0448 3.3572 0.013
C 0.9818 -1.7424 1.9944 -0.001
O -0.1381 -1.6500 1.2971 0.112
H 3.7623 -0.6473 -1.4857 0.000
H 4.4828 -1.8553 -0.4039 0.000
H 4.3312 -0.1881 0.1420 0.000
H 4.3820 -1.5570 1.9441 -0.001
H 4.0790 -2.0989 4.3194 0.001
H 1.7877 -2.3976 5.2198 -0.001
H -0.1751 -2.1730 3.7398 0.000
C -3.8036 -1.7835 0.5444 0.002
C -3.4514 -1.9463 -0.9282 0.023
C -4.4030 -1.1791 -1.8440 0.000
C -3.3824 -3.4238 -1.3335 0.001
N -2.1097 -1.4214 -1.1478 0.007
H -4.8052 -2.1740 0.7279 0.000
H -3.7863 -0.7320 0.8327 0.000
H -3.0968 -2.3245 1.1739 0.001
H -5.4027 -1.6059 -1.7667 0.001
H -4.0771 -1.2424 -2.8816 0.000
H -4.4610 -0.1292 -1.5539 0.000
H -4.3750 -3.8638 -1.2367 -0.001
H -2.6966 -3.9676 -0.6843 0.002
H -3.0538 -3.5290 -2.3665 0.001
O 1.2814 1.2710 0.9106 0.000
C 0.5167 1.6889 0.0719 0.008
O -0.1885 1.0210 -0.7823 0.078
C 0.3360 3.2165 -0.0541 0.006
N -0.6006 3.4778 -1.2196 0.001
C 0.1763 4.2030 -2.2944 0.000
C 1.6193 3.8568 -1.9686 0.000
C 1.6347 3.9201 -0.4427 0.000
H -0.1108 3.5893 0.8647 0.000
H -1.4428 3.9765 -0.9463 0.000
H -0.8628 2.5207 -1.5237 0.000
H -0.0137 5.2674 -2.1685 0.000
H -0.1826 3.8841 -3.2691 0.000
H 2.3110 4.5538 -2.4356 0.000
H 1.8580 2.8514 -2.3208 0.000
H 1.6235 4.9571 -0.1041 0.000
H 2.4821 3.4192 0.0181 0.000
```

The calculation puts the energy relative to the best compared isomer or geometry (same formula, charge and spin) at 0.0 kcal per mole. As for the HOMO-LUMO gap (spin up / spin down): 0.2678 / 0.2541 Ha. The LUMO energy (spin up / spin down) comes out at -3.4 / -3.9 eV. The largest force on an atom is 0.56 eV Å⁻¹. The spin multiplicity is 2. The calculated total energy is -1177.315362 Eh. The calculation puts the HOMO energy (spin up / spin down) at -10.68 / -10.82 eV. As for the charge: +1.

No. 2
DFT (ωB97M-V with the def2-TZVPD basis set) results for an isolated molecule of C17H25N3O2.

The geometry in XYZ format:
```
47
Properties=species:S:1:pos:R:3:lowdin_charge:R:1
C 2.1896 -4.1938 -6.6978 -0.109
C 2.2027 -2.9221 -5.8608 -0.230
C 1.6515 -3.1702 -4.4607 -0.224
O 1.6856 -1.9424 -3.7598 -0.039
C 1.2291 -1.8926 -2.4865 -0.264
C 1.2831 -0.6367 -1.8691 0.009
C 0.8421 -0.4709 -0.5802 -0.022
C 0.3278 -1.5530 0.1447 -0.222
C -0.1551 -1.3955 1.4957 -0.097
N -0.1766 -0.2569 2.0675 0.036
N -0.6422 -0.1474 3.3184 0.049
C -0.7490 1.0387 3.9991 -0.461
O -1.1895 1.0408 5.1249 0.080
C -0.2680 2.2625 3.2444 -0.113
N -1.3847 3.1265 2.8895 -0.157
C -0.9639 4.3382 2.2126 -0.195
C -0.5332 4.1153 0.7566 -0.184
C -1.6626 3.4402 -0.0184 -0.204
C -2.0923 2.1596 0.6938 -0.178
C -2.4511 2.4774 2.1505 -0.183
C 0.2836 -2.8012 -0.4736 -0.035
C 0.7255 -2.9762 -1.7707 -0.015
H 1.1755 -4.5728 -6.8038 0.073
H 2.7976 -4.9661 -6.2321 0.073
H 2.5871 -3.9954 -7.6894 0.071
H 3.2208 -2.5407 -5.7714 0.114
H 1.5984 -2.1503 -6.3398 0.114
H 2.2641 -3.9208 -3.9420 0.134
H 0.6192 -3.5421 -4.5233 0.134
H 1.6799 0.1906 -2.4361 0.120
H 0.8892 0.4963 -0.1067 0.103
H -0.5128 -2.2985 2.0063 0.127
H -0.9632 -0.9846 3.8144 0.162
H 0.3271 1.9288 2.3836 0.099
H 0.3710 2.8324 3.9265 0.135
H -0.1515 4.7918 2.7852 0.117
H -1.8160 5.0255 2.2306 0.122
H -0.2807 5.0749 0.3022 0.107
H 0.3597 3.4873 0.7272 0.101
H -1.3414 3.2161 -1.0384 0.106
H -2.5147 4.1227 -0.0767 0.110
H -2.9577 1.7207 0.1939 0.111
H -1.2839 1.4269 0.6679 0.076
H -2.7419 1.5686 2.6817 0.114
H -3.3065 3.1613 2.1688 0.124
H -0.1064 -3.6510 0.0686 0.111
H 0.6736 -3.9580 -2.2145 0.104
```

Its SMILES is CCCOc1ccc(/C=N/NC(=O)CN2CCCCC2)cc1. The calculation puts the energy relative to the best compared isomer or geometry (same formula, charge and spin) at 65.4 kcal per mole. As for the HOMO-LUMO gap: 0.3139 Ha. The LUMO energy comes out at 0.5 eV. The largest force on an atom is 1.18 eV Å⁻¹. The spin multiplicity is 1. The calculated total energy is -977.504951 Eh. The calculation puts the HOMO energy at -8.05 eV. As for the charge: 0.

No. 3
DFT (ωB97M-V with the def2-TZVPD basis set) results for an isolated molecule of C17H25N3O3.

The geometry in XYZ format:
```
48
Properties=species:S:1:pos:R:3:lowdin_charge:R:1
C -4.4303 2.4563 -1.6200 -0.040
O -4.6135 1.1353 -1.1293 -0.047
C -5.0736 1.0407 0.1248 -0.491
O -5.4568 1.9723 0.7740 0.129
C -5.1408 -0.4266 0.5661 -0.260
C -5.2499 -0.5073 2.0863 -0.034
N -3.9822 -1.1604 0.0879 0.097
C -2.7503 -0.5521 0.1826 -0.546
O -2.5801 0.4819 0.7953 0.084
N -1.7522 -1.2179 -0.4632 0.105
C -0.3623 -0.8454 -0.3063 -0.327
C 0.3774 -1.7910 0.6419 -0.119
C 1.8447 -1.3832 0.7408 -0.196
N 2.4518 -1.4294 -0.5753 -0.159
C 3.9062 -1.3398 -0.5549 -0.152
C 4.4487 -0.0310 -0.0324 -0.221
C 4.6704 1.0378 -0.8929 -0.054
C 5.1068 2.2578 -0.4076 -0.083
C 5.3280 2.4268 0.9484 -0.093
C 5.1184 1.3670 1.8139 -0.083
C 4.6823 0.1479 1.3260 -0.053
C 1.8212 -0.4738 -1.4648 -0.197
C 0.3525 -0.8434 -1.6559 -0.125
H -5.3488 3.0347 -1.5021 0.094
H -4.1668 2.3582 -2.6702 0.092
H -3.6275 2.9451 -1.0654 0.102
H -6.0326 -0.8616 0.1012 0.159
H -5.3700 -1.5408 2.3998 0.079
H -4.3467 -0.0964 2.5274 0.083
H -6.0989 0.0800 2.4222 0.081
H -4.1271 -1.8124 -0.6651 0.137
H -1.9333 -2.1400 -0.8267 0.143
H -0.3720 0.1647 0.1164 0.151
H -0.0830 -1.7636 1.6306 0.121
H 0.3168 -2.8103 0.2539 0.120
H 2.3750 -2.0861 1.3882 0.122
H 1.9113 -0.3778 1.1921 0.129
H 4.2698 -2.1658 0.0634 0.122
H 4.2519 -1.5016 -1.5803 0.122
H 4.5073 0.9109 -1.9540 0.109
H 5.2756 3.0784 -1.0898 0.102
H 5.6672 3.3791 1.3285 0.100
H 5.2958 1.4898 2.8725 0.102
H 4.5287 -0.6774 2.0069 0.109
H 2.3345 -0.5121 -2.4289 0.122
H 1.8880 0.5581 -1.0773 0.129
H -0.1242 -0.1342 -2.3336 0.118
H 0.2925 -1.8414 -2.0952 0.119
```

Its SMILES is COC(=O)[C@H](C)NC(=O)NC1CCN(Cc2ccccc2)CC1. The calculation puts the energy relative to the best compared isomer or geometry (same formula, charge and spin) at 32.8 kcal per mole. As for the HOMO-LUMO gap: 0.3416 Ha. The LUMO energy comes out at 0.7 eV. The largest force on an atom is 0.66 eV Å⁻¹. The spin multiplicity is 1. The calculated total energy is -1052.827335 Eh. The calculation puts the HOMO energy at -8.63 eV. As for the charge: 0.

No. 4
DFT (ωB97M-V with the def2-TZVPD basis set) results for C17H25NPd as an isolated structure.

The geometry in XYZ format:
```
44
Properties=species:S:1:pos:R:3:lowdin_spin:R:1
C -1.0709 -1.0937 -3.1662 0.042
C 1.7283 -0.1788 -4.0466 0.002
C -1.4514 0.1657 -3.4180 0.055
H -1.5336 -1.6149 -2.3208 0.014
C 1.4558 1.0978 -3.7464 0.003
H 2.7173 -0.5724 -3.7798 0.000
H -2.2121 0.6123 -2.7714 0.021
H 2.2205 1.6802 -3.2192 0.000
C -0.9986 1.0733 -4.5206 0.003
H -1.8104 1.7952 -4.7054 0.000
H -0.8395 0.5543 -5.4706 0.001
C -0.1430 -1.9377 -3.9812 0.001
H -0.7257 -2.5714 -4.6729 0.001
H 0.3898 -2.6380 -3.3179 0.001
C 0.8828 -1.1461 -4.8250 0.000
H 0.3583 -0.6664 -5.6582 0.000
H 1.5600 -1.8817 -5.2876 0.000
C 0.2645 1.8991 -4.1738 0.002
H 0.5219 2.5074 -5.0590 0.000
H 0.0133 2.6213 -3.3825 0.001
Pd -0.0802 0.1058 -0.1809 1.134
H -1.5104 0.1564 -0.8849 0.218
C 0.4181 -2.6506 0.6764 0.009
N 1.2753 -1.4533 0.5949 0.102
C 2.4080 -1.5959 -0.3242 0.011
C 1.7556 -1.0449 1.9550 0.011
C 0.7119 -0.2221 2.6161 0.035
C 0.6959 -0.0777 4.0215 0.010
C -0.2995 0.6906 4.6155 -0.004
C -1.2737 1.2888 3.8240 0.011
C -1.2646 1.1334 2.4234 0.044
C -0.2474 0.3986 1.8321 0.244
H 0.0056 -2.8357 -0.3252 0.002
H -0.4080 -2.4499 1.3703 0.001
H 1.0037 -3.5221 1.0202 0.001
H 2.9773 -0.6566 -0.2882 0.000
H 3.0496 -2.4362 -0.0054 0.005
H 2.0368 -1.7393 -1.3469 0.003
H 2.0006 -1.9465 2.5408 0.002
H 2.7056 -0.4957 1.8379 0.000
H 1.4393 -0.6076 4.6040 0.002
H -0.3156 0.8094 5.6981 0.000
H -2.0668 1.8767 4.2847 0.002
H -2.0240 1.5674 1.7823 0.012
```

The calculation puts the energy relative to the best compared isomer or geometry (same formula, charge and spin) at 5.7 kcal per mole. As for the HOMO-LUMO gap (spin up / spin down): 0.2474 / 0.2756 Ha. The LUMO energy (spin up / spin down) comes out at 0.7 / -0.8 eV. The largest force on an atom is 1.68 eV Å⁻¹. The spin multiplicity is 3. The calculated total energy is -845.208345 Eh. The calculation puts the HOMO energy (spin up / spin down) at -6.02 / -8.28 eV. As for the charge: 0.